This record from the Open Molecules 2025 dataset describes C22H27N4O4OsPS5 as an isolated structure. The level of theory is ωB97M-V with the def2-TZVPD basis set.

Computed properties:
2S+1: 5
Charge: 0
<S²>: 6.02
Gap between HOMO and LUMO (alpha / beta): 7.971 / 5.613 eV
Energy: -3797.52931 Ha
Maximum force: 1.5 eV/A
E_HOMO (alpha / beta): -7.8 / -8.1 eV

Structure (XYZ):
```
64
Properties=species:S:1:pos:R:3:forces:R:3
Os -0.8333 -0.5939 -0.4997 -0.72 -1.02 -0.85
S -1.7788 -0.4231 -2.4942 0.14 0.23 0.12
C -1.6350 1.2417 -3.0252 -0.03 0.04 -0.10
C -2.0846 1.6173 -4.2910 -0.01 -0.01 0.03
C -2.0029 2.9410 -4.6809 0.01 0.04 0.02
C -1.4598 3.8914 -3.8169 -0.01 -0.02 -0.02
C -1.0031 3.5170 -2.5665 0.00 -0.04 0.02
C -1.0987 2.1854 -2.1653 -0.09 0.06 0.01
S -0.5749 1.6858 -0.5672 0.29 -0.16 0.32
H -2.5000 0.8694 -4.9553 -0.02 0.00 0.01
H -2.3661 3.2393 -5.6553 0.02 0.00 -0.01
H -1.3992 4.9279 -4.1220 0.02 0.00 -0.01
H -0.5717 4.2463 -1.8918 -0.03 0.01 0.01
N 2.3943 -5.7826 -5.3350 -0.08 -0.03 -0.04
C 1.4728 -5.3099 -4.4245 0.03 -0.02 -0.01
C 1.1079 -6.0819 -3.3179 0.01 0.00 0.02
C 0.1480 -5.6299 -2.4335 0.00 0.06 -0.03
C -0.4666 -4.4033 -2.6509 0.12 -0.12 -0.06
C -0.1156 -3.6253 -3.7480 -0.03 -0.01 -0.01
C 0.8517 -4.0716 -4.6240 0.01 0.03 0.00
S -1.6761 -3.8372 -1.5251 -0.14 0.03 0.11
O -2.6780 -3.1098 -2.2453 0.05 0.09 -0.10
O -2.0694 -4.9324 -0.6915 -0.03 0.03 0.01
N -0.8934 -2.7019 -0.5957 0.10 0.06 0.32
C -0.1586 -3.1196 0.4889 -0.34 -0.06 -0.35
N 0.3198 -4.3517 0.6194 0.10 0.07 0.23
C 0.9626 -4.5928 1.7548 0.08 0.03 0.00
C 1.1783 -3.6270 2.7289 -0.03 -0.05 -0.04
C 0.6986 -2.3604 2.4596 -0.06 0.14 0.04
N 0.0134 -2.1010 1.3485 0.30 0.32 -0.17
H 2.9778 -6.5535 -5.0651 0.04 0.03 0.02
H 2.8023 -5.1316 -5.9811 0.04 0.01 0.03
H 1.5838 -7.0418 -3.1567 -0.01 -0.01 -0.01
H -0.1381 -6.2140 -1.5709 0.01 -0.01 0.01
H -0.6129 -2.6786 -3.9191 0.01 0.00 0.02
H 1.1319 -3.4646 -5.4766 -0.03 -0.02 -0.02
H 1.3374 -5.6030 1.8816 0.02 0.01 0.00
H 1.7160 -3.8396 3.6399 -0.02 -0.02 0.01
H 0.8502 -1.5347 3.1435 0.02 0.00 -0.01
C 2.1419 5.3421 3.4761 -0.04 -0.02 0.04
C 2.4451 4.2205 2.5044 -0.06 0.01 -0.04
C 1.5655 4.2336 1.2717 0.00 -0.03 -0.02
O 2.3961 2.9376 3.1980 0.16 0.07 0.07
P 1.1656 2.0197 3.5227 -0.07 0.38 -0.28
S 1.6561 0.6793 4.8402 0.04 -0.32 0.12
S 0.6009 0.8481 2.0122 0.31 0.09 0.53
O 0.0715 3.0750 3.9399 -0.16 0.13 0.13
C -1.3739 2.9208 4.1208 -0.02 -0.03 -0.04
C -1.7694 1.5766 4.6943 0.06 -0.04 0.01
C -2.0670 3.2328 2.8115 0.01 -0.01 -0.04
H 2.3713 6.2989 3.0053 0.00 0.00 0.00
H 2.7490 5.2417 4.3752 0.02 0.01 -0.01
H 1.0915 5.3336 3.7630 0.00 0.02 -0.01
H 3.4902 4.2817 2.2010 0.01 -0.03 0.01
H 0.5150 4.1008 1.5325 -0.01 0.03 -0.01
H 1.8456 3.4465 0.5723 0.00 -0.01 0.01
H 1.6716 5.1975 0.7714 0.01 -0.01 -0.01
H -1.6064 3.6987 4.8485 0.07 0.02 0.01
H -1.5695 0.7713 3.9876 -0.02 0.00 -0.01
H -2.8402 1.5940 4.9007 0.00 0.01 0.01
H -1.2364 1.3654 5.6196 -0.02 0.02 0.02
H -1.8642 2.4627 2.0669 0.00 0.00 -0.01
H -1.7353 4.1932 2.4162 -0.02 0.01 0.02
H -3.1444 3.2822 2.9751 0.00 0.00 0.00
```
Positions in Å, forces in eV/Å.

natural (NBO) charges, unit e, in atom order: 0.934 0.146 -0.277 -0.191 -0.217 -0.203 -0.246 -0.088 -0.127 0.222 0.217 0.215 0.217 -0.794 0.196 -0.287 -0.144 -0.352 -0.173 -0.270 2.343 -0.944 -0.931 -0.982 0.563 -0.473 0.122 -0.350 0.114 -0.574 0.386 0.386 0.210 0.248 0.238 0.209 0.199 0.234 0.229 -0.633 0.121 -0.650 -0.836 1.699 -0.390 -0.358 -0.857 0.125 -0.651 -0.639 0.215 0.223 0.221 0.194 0.218 0.234 0.221 0.191 0.226 0.223 0.231 0.230 0.215 0.220